{
  "formula": "C21H32N9O2",
  "method": "the ωB97M-V functional and the def2-TZVPD basis",
  "total_energy_ha": -1462.4853,
  "total_charge": 1,
  "fmax_ev_per_a": 4.634,
  "lumo_ev": -2.8,
  "species": ["N", "O", "O", "C", "N", "N", "C", "C", "C", "C", "C", "C", "C", "C", "C", "C", "C", "N", "N", "N", "N", "N", "N", "C", "C", "C", "C", "C", "C", "C", "C", "C", "H", "H", "H", "H", "H", "H", "H", "H", "H", "H", "H", "H", "H", "H", "H", "H", "H", "H", "H", "H", "H", "H", "H", "H", "H", "H", "H", "H", "H", "H", "H", "H"],
  "xyz": [[0.173, 1.776, 4.718], [-0.984, -0.976, -4.316], [0.450, 4.215, -3.015], [-0.251, 0.934, 4.041], [-0.575, -2.181, 2.378], [2.939, 2.231, 1.945], [-0.689, 0.204, -4.234], [-0.390, 3.331, -3.040], [-0.024, -1.050, 2.717], [2.944, 0.239, -0.927], [1.961, 0.341, -1.872], [2.119, -1.791, -1.276], [4.080, 2.048, 2.631], [2.028, 1.241, 1.943], [4.374, 0.839, 3.269], [3.460, -0.214, 3.216], [2.251, -0.016, 2.552], [-0.754, -0.008, 3.240], [3.024, -1.092, -0.558], [1.339, -1.084, 2.496], [-1.607, 3.628, -3.513], [-0.741, 0.760, -3.025], [1.474, -0.941, -2.102], [-0.168, 0.947, -5.448], [-2.838, 2.833, -3.519], [-2.726, -1.128, 0.522], [-2.136, -3.929, 1.869], [-2.280, -2.772, 4.055], [-3.043, -1.584, 1.952], [-1.998, -2.562, 2.558], [1.515, 1.640, -2.520], [-0.010, 1.926, -2.504], [3.520, 1.065, -0.517], [1.942, -2.862, -1.208], [4.803, 2.857, 2.674], [1.096, 1.404, 1.409], [5.310, 0.738, 3.810], [3.678, -1.151, 3.721], [-1.713, -0.253, 3.433], [3.639, -1.464, 0.161], [1.698, -2.017, 2.669], [-1.682, 4.582, -3.837], [-1.263, 0.220, -2.351], [0.755, -1.189, -2.781], [-0.567, 1.957, -5.483], [0.919, 0.976, -5.438], [-0.493, 0.418, -6.345], [-3.699, 3.493, -3.647], [-2.958, 2.299, -2.575], [-2.831, 2.121, -4.347], [-2.688, -1.980, -0.162], [-1.769, -0.602, 0.480], [-3.506, -0.446, 0.170], [-1.859, -3.866, 0.813], [-3.164, -4.299, 1.937], [-1.477, -4.663, 2.344], [-1.548, -3.461, 4.489], [-2.230, -1.830, 4.607], [-3.279, -3.197, 4.200], [-4.022, -2.075, 1.945], [-3.153, -0.700, 2.584], [1.888, 1.666, -3.543], [2.017, 2.458, -1.998], [-0.281, 1.996, -1.450]],
  "atomic_forces_ev_per_a": [[-0.44, -0.92, -0.72], [-0.30, -0.77, -0.18], [0.54, -0.46, 0.23], [0.88, 1.47, 1.08], [-0.02, 1.38, 0.07], [-0.29, -0.50, 0.42], [0.81, -0.86, -1.48], [1.06, 0.54, -0.35], [-1.52, -4.18, -1.30], [-0.54, 0.15, -0.32], [-0.03, 0.83, 0.15], [0.16, 0.33, -0.09], [-0.47, -0.73, -0.12], [0.92, -0.46, 0.29], [-0.17, 0.01, -0.14], [0.37, 0.69, -0.08], [0.29, 0.53, 0.23], [0.18, 0.67, 0.09], [-0.81, -0.06, -0.85], [0.48, 1.27, 0.45], [-1.31, -0.55, -0.14], [-0.07, 1.84, 1.60], [0.94, -0.15, 1.10], [-0.57, 0.14, 0.28], [0.29, -0.02, -0.04], [-0.14, -0.01, 0.15], [0.01, 0.01, -0.07], [-0.05, 0.04, -0.06], [0.46, -0.06, -0.36], [0.17, -0.26, 0.27], [0.01, 0.16, -0.20], [-0.30, -0.64, 0.11], [-0.05, -0.56, 0.11], [0.07, 0.41, -0.01], [-0.25, 0.05, -0.17], [0.02, 0.17, -0.02], [-0.14, -0.04, -0.07], [-0.09, 0.06, -0.05], [-0.01, 0.02, -0.15], [-0.26, 0.01, -0.26], [-0.16, 0.33, -0.12], [0.16, -0.05, 0.13], [0.06, -0.13, -0.02], [-0.04, -0.14, 0.11], [0.18, 0.24, 0.00], [0.09, 0.08, 0.01], [0.07, -0.07, 0.22], [0.24, -0.02, 0.05], [-0.06, 0.01, -0.11], [-0.15, -0.05, 0.10], [0.02, 0.11, 0.05], [0.02, -0.03, -0.01], [0.09, -0.08, -0.01], [-0.02, 0.00, 0.10], [0.10, 0.07, 0.01], [-0.06, 0.17, -0.06], [-0.10, 0.12, -0.10], [-0.05, -0.07, 0.13], [0.11, 0.10, 0.00], [0.16, 0.00, 0.19], [-0.25, 0.03, 0.01], [-0.04, 0.06, -0.11], [-0.01, -0.11, -0.08], [-0.18, -0.11, 0.13]]
}